DFT (the ωB97M-V functional and the def2-TZVPD basis) results for C24H44CdCl3FN7O2P2 as an isolated structure.

Each line ends with the Löwdin charge.
Element x y z (Å)
H -3.38 1.07 -5.07  0.13
H -1.96 1.42 -0.37  0.05
C -0.50 0.74 4.10  -0.26
H 1.10 5.16 -2.56  0.07
O -2.16 -1.89 -2.44  0.00
Cd 0.42 0.17 -0.17  1.23
H 1.28 -3.41 3.15  0.05
O -1.42 -1.07 -0.52  -0.14
H 3.82 4.04 -3.04  0.08
H -1.41 2.35 -1.61  0.08
H -3.51 -4.52 2.60  0.11
H -0.29 5.25 -1.48  0.08
C 0.74 -3.43 0.21  -0.27
C -3.72 -2.43 3.00  -0.07
C -3.12 -1.19 2.94  -0.09
H -0.06 -2.25 -5.85  0.06
C 0.64 4.72 -1.68  -0.06
H 3.37 5.70 -2.63  0.07
H -2.88 1.84 3.33  0.04
H -3.20 1.45 1.63  0.03
C 1.59 4.85 -0.48  -0.20
H -2.44 0.06 -7.10  0.11
C 2.31 -1.07 -3.85  -1.54
H 3.28 0.63 -0.53  0.04
N -0.87 -2.08 -5.27  0.18
C 1.61 -2.47 2.71  -0.25
H 0.68 2.80 0.25  0.02
C -3.57 0.92 -2.35  -0.14
C -2.09 0.51 -2.18  -0.31
H 4.13 5.39 -0.30  0.12
N -1.68 -0.52 -6.78  0.21
H -1.35 0.56 4.75  0.05
H -4.07 0.84 -1.38  0.12
C -2.44 1.77 2.34  -0.29
H 4.78 3.79 -0.69  0.11
P 0.54 -1.97 1.29  0.83
Cl 1.69 -2.67 -3.39  0.67
H -2.61 -1.40 -3.79  0.08
H -4.55 -0.20 -5.50  0.13
C -3.77 0.09 -4.77  -0.17
H -0.10 -3.45 -0.49  0.04
C -1.13 -2.18 2.02  -0.41
H 1.61 -1.70 3.48  0.02
Cl 2.25 -0.96 -5.64  0.60
C -1.74 -3.42 2.08  -0.08
C 4.05 4.89 -2.40  -0.06
H 5.06 5.23 -2.63  0.08
H -2.07 2.75 2.05  0.03
H 0.80 -4.36 0.78  0.04
H 0.28 0.03 4.33  0.02
H -0.95 -0.76 -7.42  0.12
H 4.40 1.78 0.19  0.10
H -3.67 -0.33 3.29  0.09
N -2.73 -0.91 -4.74  0.07
H 2.00 5.85 -0.45  0.12
H 0.43 3.67 -1.89  0.04
N 2.70 3.91 -0.55  -0.09
N 1.39 2.09 0.06  0.01
H 1.04 4.70 0.46  0.12
F 1.81 -0.83 -1.29  -0.62
H 1.66 -3.29 -0.35  0.02
Cl 4.00 -0.86 -3.34  0.66
C -1.77 -1.15 -5.60  -0.45
C -4.40 0.15 -3.38  -0.17
N 0.87 0.95 -3.13  0.19
H -3.57 1.98 -2.64  0.12
H 2.63 -2.58 2.33  0.04
H 4.09 1.81 -1.56  0.08
C 3.65 1.65 -0.59  -0.02
H -0.88 -2.46 -4.33  0.08
C -1.88 -0.95 -1.67  -0.59
C -1.83 -1.05 2.45  -0.42
N -1.42 1.40 -1.23  -0.01
H -1.57 0.60 -3.13  0.11
C 1.50 0.01 -3.32  -0.45
P -1.01 0.58 2.32  0.84
H -4.56 -0.87 -3.04  0.12
H -4.73 -2.52 3.38  0.11
H -5.37 0.63 -3.45  0.12
C 2.51 2.59 -0.36  -0.43
H -0.12 1.75 4.28  0.04
C 3.98 4.49 -0.92  -0.21
C -3.03 -3.55 2.57  -0.06
H -1.23 -4.30 1.72  0.10

For the highest occupied orbital energy, the calculation gives -10.21 eV. The spin multiplicity is 1. The lowest unoccupied orbital energy is -1.86 eV. As for the total charge: +1.

---

DFT (the ωB97M-V functional and the def2-TZVPD basis) results for C24H44CdIN6OPS as an isolated structure.

Each line ends with the Löwdin charge.
Element x y z (Å)
H -1.54 0.93 5.50  0.08
H 0.97 -2.66 -3.16  0.06
C 0.77 -0.51 -3.55  -0.59
H 3.02 -0.99 1.06  0.09
H 3.94 -0.04 -2.45  0.06
H 1.84 -0.87 -5.38  0.09
N -0.44 -0.22 -1.05  -0.44
H -0.29 3.76 -1.87  0.08
H 3.09 -2.52 -0.53  0.09
N -3.74 -0.74 2.25  0.09
O -1.75 -2.26 0.85  -0.07
H 1.40 -2.45 -1.05  0.04
C 2.40 -0.53 -0.95  -0.59
H 0.34 4.31 2.20  0.10
C -1.94 -0.22 3.77  -0.28
H 2.59 2.41 -0.38  0.06
N 0.35 3.51 2.82  -0.04
C -3.31 -2.31 4.01  -0.02
H -0.56 2.72 -3.26  0.06
C 0.22 -1.94 -3.47  -0.12
H 2.35 0.63 0.93  0.04
H -0.50 -0.25 -5.27  0.08
C -0.28 0.29 -4.34  -0.10
H 2.14 3.68 -2.92  0.09
H -1.09 2.21 -1.65  0.01
H 1.75 4.36 4.06  0.11
N -0.94 -3.75 -0.63  0.18
H -0.62 -1.97 -2.77  0.03
H 0.93 2.28 0.25  0.02
H 3.92 1.05 -1.06  0.06
C -3.18 -2.89 -0.97  -0.54
H -2.28 -0.64 5.85  0.07
H 0.98 2.90 4.69  0.10
H 3.35 2.43 4.04  0.07
H 2.70 -2.29 -2.23  0.06
P 0.85 0.20 -1.79  0.79
H -0.98 -4.10 -1.57  0.10
H 3.00 2.94 2.38  0.07
H -3.15 -3.55 -1.83  0.04
Cd -1.52 0.38 0.60  1.21
C -4.76 -1.49 1.87  -0.18
H 1.44 3.73 -0.60  0.09
H 4.55 -0.58 -0.89  0.09
H 3.06 2.18 -2.90  0.06
C -1.88 -2.89 -0.18  -0.67
C 2.24 -0.39 0.57  -0.11
C -0.30 2.72 -2.20  -0.12
C 2.06 2.59 -3.01  -0.09
C 1.07 2.09 -1.94  -0.59
H -4.60 -4.02 4.10  0.11
C -3.03 -1.14 3.32  -0.25
C -0.56 2.55 2.53  -0.88
H -0.05 -3.71 -0.18  0.10
H -0.13 -2.24 -4.47  0.08
H 2.52 0.47 -4.45  0.06
C -5.13 -2.68 2.50  -0.07
H -2.70 -2.61 4.85  0.11
C 3.77 0.02 -1.37  -0.08
H -5.98 -3.24 2.16  0.10
H 2.82 -1.19 -3.95  0.06
C 2.39 -2.04 -1.22  -0.11
N -0.50 1.46 3.27  -0.01
C -4.37 -3.10 3.58  -0.06
C -1.58 -0.12 5.22  -0.03
H -3.97 -3.20 -0.29  0.04
H 0.06 1.28 -4.61  0.06
C 1.41 3.36 3.79  -0.25
C 2.07 -0.52 -4.36  -0.08
H -5.33 -1.13 1.02  0.07
H -1.21 0.38 -3.77  0.06
H 2.21 1.50 3.06  0.05
N -1.42 0.52 2.88  -0.10
H 1.27 -0.77 0.89  0.05
H 1.71 2.38 -4.02  0.06
H -0.57 -0.52 5.38  0.09
C 2.57 2.50 3.29  -0.09
C 1.54 2.64 -0.58  -0.12
I -3.76 -0.98 -1.68  0.84
S -1.67 2.90 1.23  0.46

For the highest occupied orbital energy, the calculation gives -7.27 eV. The spin multiplicity is 1. The lowest unoccupied orbital energy is 0.23 eV. For the energy relative to the best compared isomer or geometry (same formula, charge and spin), the calculation gives 193.8 kJ/mol.

---

DFT (the ωB97M-V functional and the def2-TZVPD basis) results for C24H44Cl3EuN4O3SSi as an isolated structure.

Each line ends with the Löwdin charge.
Element x y z (Å)
H -2.68 2.94 -2.40  0.10
H 1.66 0.69 5.25  0.12
C 0.27 4.37 -3.33  -0.02
H 0.23 -4.78 -1.39  0.10
C 0.99 0.82 -9.56  -0.19
H 0.81 0.89 2.97  -0.01
H 0.63 0.10 -4.58  -0.01
O -0.01 -0.27 -7.59  -0.18
H -0.05 5.41 -3.16  0.10
N -1.43 -3.47 -1.35  -0.17
H 3.23 -3.24 -10.50  0.09
H -2.53 -1.05 3.95  0.12
H -1.02 0.18 -9.99  0.12
C -0.26 2.53 -1.84  -0.31
C -0.98 0.09 3.43  -0.88
C 1.58 -2.01 -9.82  -0.09
C 0.82 2.34 -11.92  -0.09
C -0.96 -1.51 5.31  -0.18
H -3.37 0.85 -6.29  0.03
C -2.08 3.54 -3.09  -0.01
H 0.80 2.60 -1.51  0.10
H 1.96 -1.84 -6.54  0.08
N -0.67 3.46 -2.70  -0.16
H 0.72 -1.26 6.64  0.12
C -0.19 0.80 -10.32  -0.04
O -1.87 -1.29 -0.82  -0.20
H -1.04 0.29 -4.00  0.03
H -0.32 0.17 6.48  0.12
C -0.42 -0.12 -4.82  -0.20
H -1.28 3.00 -6.09  0.01
C 2.00 2.37 -11.15  -0.08
Cl 1.40 -1.06 -2.23  -0.21
H -2.94 -0.85 -6.63  0.04
H 1.64 -3.73 -11.08  0.07
H -2.39 4.59 -3.07  0.10
C -2.70 0.20 -6.87  -0.15
C 0.14 -0.66 5.93  -0.17
H 1.91 0.45 -7.68  0.14
H -0.63 -2.85 -3.21  0.05
Cl 0.75 -2.26 1.45  -0.25
H 0.96 -1.53 -10.58  0.10
H 1.25 4.20 -2.88  0.10
C -0.77 -4.70 -0.94  -0.05
H 2.52 -3.15 -7.60  0.07
C -0.28 1.58 -11.49  -0.08
H 0.32 4.20 -4.41  0.08
C 2.06 1.63 -9.96  -0.03
H -1.83 -4.17 -3.26  0.09
H 2.11 -4.07 -9.41  0.07
S -1.81 0.69 2.07  0.52
H -2.22 3.17 -4.12  0.08
N 0.29 0.40 3.72  0.00
H 2.96 1.65 -9.33  0.12
H -1.37 -5.56 -1.26  0.09
H -2.36 -2.48 -2.94  0.09
H -0.53 -2.42 4.85  0.12
C 1.05 -0.12 4.85  -0.17
H 2.85 2.96 -11.48  0.10
H 0.45 2.66 -6.39  0.03
C 1.18 -0.05 -8.33  -0.31
C -1.57 -3.23 -2.78  -0.04
Eu 0.12 -0.03 -0.18  1.26
H -1.70 -1.80 6.06  0.12
C 1.77 -1.43 -8.63  -0.23
C 2.17 -3.33 -10.21  -0.10
N -1.64 -0.72 4.30  0.00
H 0.76 2.91 -12.85  0.10
H -2.91 0.35 -7.94  0.03
C -0.58 2.40 -6.69  -0.15
H -1.21 1.58 -12.06  0.10
H 3.51 -1.70 -7.39  0.09
H 1.72 -0.91 4.50  0.12
H -0.71 2.70 -7.74  0.04
Si -0.92 0.57 -6.46  0.40
H -0.53 -1.21 -4.82  0.02
Cl 1.83 1.69 1.03  -0.26
H -0.68 -4.69 0.15  0.07
H -1.49 -2.73 0.57  0.06
O -1.01 1.62 -1.42  -0.21
C -1.62 -2.47 -0.49  -0.43
C 2.48 -2.07 -7.48  -0.03

The expectation value of S² is 12.012. For the highest occupied orbital energy (alpha / beta), the calculation gives -8.42 / -8.43 eV. The spin multiplicity is 7. The lowest unoccupied orbital energy (alpha / beta) is -1.09 / 0.46 eV. For the energy relative to the best compared isomer or geometry (same formula, charge and spin), the calculation gives 0.0 kJ/mol.

---

no.,F_max (eV Å⁻¹),electronic energy (eV)
1,1.5,-103552.5197
2,0.2,-69380.1979
3,1.4,-113322.6996